No. 1
Below is a 2-piece molecular cluster, C15H31ClF2O5P overall, with properties calculated with wB97M-V/def2-TZVPD.

CARTESIAN COORDINATES (ANGSTROEM)
1 C 1.15 2.28 3.61
2 O 1.78 3.39 2.87
3 C 2.09 3.03 1.48
4 C 1.06 3.87 0.48
5 C -0.09 2.80 -0.03
6 C -1.61 3.43 -0.12
7 C -2.64 2.24 -0.63
8 C -2.95 1.09 0.51
9 C -3.30 -0.40 -0.15
10 C -2.59 -1.50 0.87
11 C -2.47 -3.02 0.20
12 C -0.89 -3.59 0.20
13 O -0.61 -4.00 -1.18
14 P 1.01 -3.64 -1.68
15 O 1.59 -4.99 -2.34
16 O 2.11 -3.22 -0.39
17 C 3.52 -3.28 -0.81
18 C 4.30 -2.11 0.10
19 F 3.77 -2.92 -2.22
20 O 0.92 -2.48 -2.97
21 C 1.11 -1.10 -2.51
22 C -0.06 -0.70 -1.41
23 F 0.84 -0.22 -3.71
24 H -0.03 2.37 3.68
25 H 1.46 1.22 3.24
26 H 1.55 2.37 4.73
27 H 2.00 1.89 1.23
28 H 3.19 3.39 1.18
29 H 0.58 4.80 1.03
30 H 1.71 4.25 -0.45
31 H 0.21 2.49 -1.13
32 H -0.11 1.85 0.68
33 H -1.55 4.32 -0.91
34 H -1.96 3.94 0.90
35 H -2.14 1.79 -1.61
36 H -3.64 2.79 -0.94
37 H -2.09 1.07 1.30
38 H -3.94 1.44 1.07
39 H -2.91 -0.46 -1.26
40 H -4.45 -0.59 -0.08
41 H -3.22 -1.55 1.88
42 H -1.55 -1.04 1.17
43 H -3.09 -3.76 0.85
44 H -2.91 -3.03 -0.89
45 H -0.25 -2.70 0.60
46 H -0.87 -4.54 0.89
47 H 3.95 -4.32 -0.48
48 H 4.39 -1.10 -0.54
49 H 5.32 -2.47 0.53
50 H 3.63 -1.80 1.04
51 H 2.19 -0.84 -2.15
52 H -0.41 0.42 -1.46
53 H 0.43 -0.85 -0.35
54 H -0.97 -1.40 -1.63
55 Cl -2.55 5.11 -2.26

Summary:
HOMO-LUMO gap ... 5.59 eV
Charge ... -1
Calculated total energy ... -1967.41656 Eh
M ... 395.83 g/mol
E_HOMO ... -3.8 eV

***

No. 2
Below is C15H31EuNO2P2 as an isolated structure, with properties calculated with wB97M-V/def2-TZVPD.

CARTESIAN COORDINATES (ANGSTROEM)
1 P -2.56 0.16 -0.55
2 P -0.22 -0.40 -2.55
3 C -2.95 0.34 -2.37
4 C -2.00 -0.47 -3.22
5 H -2.92 1.42 -2.61
6 H -3.98 -0.02 -2.49
7 H -2.30 -1.53 -3.28
8 H -1.99 -0.06 -4.25
9 C 0.14 1.04 -3.66
10 H 1.22 1.20 -3.73
11 H -0.36 1.95 -3.31
12 H -0.23 0.79 -4.67
13 C 0.26 -1.71 -3.73
14 H -0.07 -1.41 -4.73
15 H -0.22 -2.65 -3.45
16 H 1.35 -1.83 -3.72
17 C -3.70 1.49 -0.08
18 H -3.80 1.51 1.01
19 H -4.65 1.24 -0.56
20 H -3.32 2.44 -0.46
21 C -3.71 -1.26 -0.37
22 H -3.33 -2.16 -0.87
23 H -4.64 -0.95 -0.85
24 H -3.91 -1.46 0.68
25 Eu 3.78 -0.65 3.64
26 C 2.08 -0.93 -0.04
27 C 2.11 0.38 -0.21
28 C 1.00 1.39 -0.18
29 C 0.60 1.97 1.20
30 C 0.11 1.04 2.25
31 C -0.18 -0.28 2.17
32 C -0.30 -1.13 0.96
33 C 0.98 -1.84 0.49
34 C 2.52 0.16 5.63
35 H 3.03 -1.49 -0.18
36 H 3.08 0.87 -0.45
37 H 0.12 0.94 -0.68
38 H 1.34 2.24 -0.81
39 H 1.45 2.57 1.59
40 H -0.21 2.72 1.02
41 H 0.12 1.48 3.26
42 H -0.33 -0.86 3.10
43 H -0.65 -0.48 0.12
44 H -1.08 -1.90 1.17
45 H 1.33 -2.50 1.31
46 H 0.72 -2.53 -0.34
47 H 2.90 -0.57 6.39
48 H 1.42 0.12 5.68
49 H 2.80 1.16 6.00
50 O 7.12 0.82 4.06
51 N 6.07 0.27 3.83
52 O 6.00 -0.65 2.87

Summary:
HOMO-LUMO gap (spin up / spin down) ... 6.84 / 6.98 eV
Calculated total energy ... -2188.16878 Eh
M ... 471.33 g/mol
E_HOMO (spin up / spin down) ... -7.3 / -7.4 eV
Spin multiplicity ... 8
Energy relative to the best compared isomer or geometry (same formula, charge and spin) ... 23.59 kJ/mol

***

No. 3
Below is C15H31F5OP2SrTe as an isolated structure, with properties calculated with wB97M-V/def2-TZVPD.

CARTESIAN COORDINATES (ANGSTROEM)
1 P 0.31 -0.30 -1.46
2 P 0.79 3.85 -0.76
3 C -0.17 1.45 -2.17
4 C 1.02 2.39 -2.00
5 H -1.09 1.69 -1.59
6 H -0.43 1.31 -3.24
7 H 1.94 1.78 -1.89
8 H 1.23 2.94 -2.91
9 C -1.06 4.13 -0.80
10 H -1.41 4.99 -0.22
11 H -1.53 3.25 -0.36
12 H -1.45 4.25 -1.82
13 C 1.16 5.27 -1.90
14 H 1.07 4.95 -2.95
15 H 2.18 5.65 -1.79
16 H 0.48 6.11 -1.77
17 C -0.57 -1.17 -2.89
18 H -0.35 -2.24 -2.84
19 H -0.19 -0.81 -3.84
20 H -1.65 -1.06 -2.93
21 C 1.89 -1.00 -2.21
22 H 2.77 -0.97 -1.53
23 H 2.13 -0.45 -3.15
24 H 1.74 -2.06 -2.47
25 Sr 2.31 1.93 0.29
26 C -1.77 -1.19 0.75
27 C -1.84 -1.42 -0.65
28 C -2.38 -2.79 -0.90
29 C -1.58 -3.95 -0.24
30 C -0.10 -3.89 -0.52
31 C 0.80 -3.06 0.05
32 C 0.57 -2.17 1.26
33 C -0.75 -1.49 1.58
34 C -0.51 -2.41 4.84
35 H -2.53 -0.47 1.12
36 H -2.40 -0.62 -1.17
37 H -2.48 -2.99 -2.00
38 H -3.37 -2.79 -0.42
39 H -1.84 -4.08 0.83
40 H -1.96 -4.85 -0.77
41 H 0.24 -4.68 -1.18
42 H 1.81 -3.08 -0.32
43 H 1.42 -1.43 1.35
44 H 0.75 -2.83 2.14
45 H -0.79 -3.02 3.99
46 H -0.69 -0.90 2.50
47 H 0.01 -1.50 4.52
48 H 0.17 -2.98 5.49
49 H -1.40 -2.11 5.40
50 F 0.34 1.77 1.57
51 Te 1.50 2.09 3.34
52 F -0.11 1.25 4.09
53 F 0.36 3.59 3.45
54 F 2.04 2.79 5.05
55 F 2.71 0.17 1.81
56 O 2.66 3.13 2.25

Summary:
HOMO-LUMO gap (spin up / spin down) ... 2.94 / 2.94 eV
Calculated total energy ... -2145.96754 Eh
M ... 599.57 g/mol
E_HOMO (spin up / spin down) ... -6.0 / -6.0 eV
Energy relative to the best compared isomer or geometry (same formula, charge and spin) ... 162.72 kJ/mol

***

No. 4
Below is C15H31F5OP2TeW as an isolated structure, with properties calculated with wB97M-V/def2-TZVPD.

CARTESIAN COORDINATES (ANGSTROEM)
1 P 2.16 0.44 0.61
2 P -1.64 -0.97 2.21
3 C -1.02 1.49 0.59
4 C -2.13 0.51 1.09
5 H -1.50 2.45 0.32
6 H -0.34 1.74 1.42
7 H -2.81 1.08 1.75
8 H -2.74 0.12 0.26
9 C -1.45 -2.20 0.88
10 H -0.83 -3.12 1.30
11 H -0.87 -1.77 0.05
12 H -2.46 -2.53 0.56
13 C -3.25 -1.50 2.91
14 H -4.10 -0.94 2.49
15 H -3.19 -1.32 3.99
16 H -3.38 -2.58 2.76
17 C 3.81 0.95 0.00
18 H 4.51 1.00 0.85
19 H 3.76 1.93 -0.49
20 H 4.16 0.20 -0.73
21 C 2.09 1.34 2.21
22 H 1.09 1.28 2.67
23 H 2.35 2.40 2.05
24 H 2.82 0.89 2.91
25 W 0.11 1.22 -1.15
26 C -1.55 1.41 -2.28
27 C -0.76 0.18 -2.62
28 C 0.09 0.17 -3.86
29 C 1.18 1.28 -3.86
30 C 1.51 1.81 -2.49
31 C 0.75 2.95 -1.89
32 C -0.33 3.62 -2.69
33 C -1.45 2.64 -3.14
34 C 2.44 -1.28 1.12
35 H -2.51 1.21 -1.83
36 H -1.25 -0.76 -2.36
37 H -0.52 0.24 -4.78
38 H 0.59 -0.81 -3.95
39 H 2.10 0.85 -4.29
40 H 0.92 2.10 -4.56
41 H 2.56 1.71 -2.21
42 H 1.34 3.61 -1.25
43 H 0.09 4.14 -3.58
44 H -0.79 4.43 -2.10
45 H -2.40 3.20 -3.07
46 H -1.35 2.40 -4.22
47 H 1.82 -1.56 1.98
48 H 3.51 -1.39 1.39
49 H 2.21 -1.97 0.29
50 F 1.33 -4.67 4.16
51 Te -0.45 -4.62 3.47
52 F -2.30 -4.57 2.99
53 F -1.05 -5.13 5.20
54 F -0.40 -6.46 3.01
55 F -0.62 -2.82 4.12
56 O 0.12 -4.03 1.81

Summary:
HOMO-LUMO gap (spin up / spin down) ... 6.05 / 3.98 eV
Charge ... +2
Calculated total energy ... -2181.61497 Eh
M ... 695.79 g/mol
E_HOMO (spin up / spin down) ... -15.1 / -14.6 eV
Spin multiplicity ... 3
Energy relative to the best compared isomer or geometry (same formula, charge and spin) ... 432.44 kJ/mol

***

No. 5
Below is a 5-piece molecular cluster, C15H31F6N4O8S2 overall, with properties calculated with wB97M-V/def2-TZVPD.

CARTESIAN COORDINATES (ANGSTROEM)
1 O -13.46 -2.30 13.27
2 H -13.59 -2.88 14.02
3 H -14.01 -1.51 13.34
4 H -13.69 -2.76 12.46
5 C -16.00 -4.55 15.55
6 F -16.93 -5.11 16.31
7 F -16.28 -4.94 14.27
8 F -16.23 -3.25 15.86
9 S -14.30 -5.00 16.20
10 O -14.26 -4.40 17.55
11 O -14.05 -6.42 16.05
12 N -13.33 -4.06 15.15
13 S -11.84 -4.35 15.59
14 O -11.19 -3.08 16.05
15 O -11.49 -5.50 16.43
16 C -10.94 -4.77 13.83
17 F -10.56 -5.99 13.88
18 F -11.76 -4.60 12.80
19 F -9.82 -4.07 13.84
20 C -11.75 2.86 9.79
21 C -12.38 1.43 9.67
22 C -12.04 0.89 8.21
23 C -10.54 0.62 8.15
24 C -10.20 -0.47 9.09
25 C -10.69 -0.21 10.57
26 N -12.04 0.35 10.68
27 O -12.58 0.57 12.05
28 C -10.59 -1.59 11.25
29 C -9.55 0.67 11.16
30 C -13.99 1.59 9.77
31 H -12.18 3.32 10.68
32 H -12.04 3.46 8.93
33 H -10.67 2.91 9.90
34 H -12.55 -0.06 8.09
35 H -12.31 1.69 7.52
36 H -9.84 1.45 8.26
37 H -10.35 0.42 7.10
38 H -9.15 -0.54 8.81
39 H -10.56 -1.43 8.71
40 H -9.54 -1.87 11.22
41 H -10.74 -1.42 12.31
42 H -11.29 -2.39 10.97
43 H -9.70 1.15 12.13
44 H -8.58 0.17 11.14
45 H -9.46 1.41 10.36
46 H -14.47 2.09 8.93
47 H -14.22 2.09 10.71
48 H -14.42 0.58 9.76
49 O -15.48 -0.93 13.79
50 C -16.52 -1.04 13.23
51 N -17.46 -1.82 13.66
52 C -16.72 -0.29 11.86
53 H -17.18 -2.30 14.51
54 H -18.27 -2.19 13.19
55 H -16.51 -0.73 10.88
56 H -16.42 0.76 11.86
57 H -17.79 -0.06 11.83
58 O -13.63 -3.42 11.10
59 C -14.24 -3.42 10.03
60 N -15.55 -3.48 10.14
61 C -13.61 -3.45 8.64
62 H -15.98 -3.60 11.05
63 H -16.05 -3.24 9.30
64 H -13.39 -2.39 8.49
65 H -14.40 -3.81 7.98
66 H -12.81 -4.19 8.60

Summary:
HOMO-LUMO gap (spin up / spin down) ... 8.87 / 8.21 eV
Calculated total energy ... -2806.44884 Eh
M ... 573.56 g/mol
E_HOMO (spin up / spin down) ... -9.2 / -9.2 eV
Spin multiplicity ... 2

***

No. 6
Below is C15H31InNO2V as an isolated structure, with properties calculated with wB97M-V/def2-TZVPD.

CARTESIAN COORDINATES (ANGSTROEM)
1 C -5.79 0.13 2.08
2 C -4.97 -0.38 1.03
3 In -3.25 -1.21 -0.27
4 C -3.82 -3.18 -1.22
5 C -4.55 -4.15 -0.07
6 C -3.46 -5.10 0.74
7 N -4.27 -5.92 1.74
8 C -2.62 0.41 -1.72
9 C -2.18 -0.12 -3.20
10 C -0.56 -0.36 -3.33
11 C 0.35 1.01 -3.19
12 C 1.65 0.61 -2.24
13 C 2.49 1.90 -1.68
14 C 2.43 2.06 -0.04
15 C 3.90 1.85 0.71
16 C 4.13 3.17 1.65
17 C 5.18 2.95 2.90
18 H -6.18 0.62 3.10
19 H -1.82 -1.55 0.82
20 H -2.81 -3.75 -1.50
21 H -4.49 -3.10 -2.18
22 H -5.14 -3.52 0.73
23 H -5.33 -4.90 -0.57
24 H -2.85 -5.82 0.04
25 H -2.69 -4.48 1.38
26 H -5.14 -6.31 1.30
27 H -4.64 -5.26 2.49
28 H -1.65 0.93 -1.25
29 H -3.42 1.28 -1.82
30 H -2.75 -1.07 -3.57
31 H -2.44 0.74 -3.99
32 H -0.33 -0.87 -4.38
33 H -0.26 -1.08 -2.43
34 H 0.72 1.34 -4.27
35 H -0.27 1.93 -2.78
36 H 2.38 -0.06 -2.86
37 H 1.27 0.00 -1.31
38 H 3.60 1.92 -2.04
39 H 1.97 2.87 -2.12
40 H 1.63 1.32 0.39
41 H 2.07 3.18 0.20
42 H 3.78 0.86 1.35
43 H 4.77 1.65 -0.06
44 H 3.08 3.44 2.14
45 H 4.55 4.02 0.97
46 H 5.40 4.03 3.34
47 H 6.22 2.51 2.59
48 H 4.72 2.33 3.80
49 O 6.82 5.93 6.95
50 V 7.13 4.37 6.20
51 O 7.43 2.81 5.45

Summary:
HOMO-LUMO gap ... 1.03 eV
Calculated total energy ... -1928.71407 Eh
M ... 423.18 g/mol
E_HOMO ... -7.5 eV
Energy relative to the best compared isomer or geometry (same formula, charge and spin) ... 762.71 kJ/mol